Here is a 11-piece molecular cluster, C37H73N7O15 overall at a distorted geometry from the OMol25 dataset. Energies are from the ωB97M-V functional and the def2-TZVPD basis.

- HOMO: -8.79 eV
- SMILES: O=C1CCCO1.O=C1CCCO1.O=C1CCCO1.O=C1CCCO1.CN(C)C=O.CN(C)C=O.CN(C)C=O.CN(C)C=O.CN(C)C=O.CN(C)C=O.CN(C)C=O
- LUMO level: 0.017 Ha
- Frontier orbital gap: 9.3 eV
- Relative energy (zero: lowest compared OMol25 entry of this formula, charge and spin): 0.870 eV

Last column: Löwdin charge in e.
Cartesian coordinates (Å):
O (-1.1757, 3.3132, -2.6868)  0.10
C (-0.1175, 3.4466, -2.1267)  -0.48
O (0.9836, 2.9529, -2.7294)  0.00
C (2.0685, 3.0433, -1.7821)  -0.15
C (1.7637, 4.2519, -0.9133)  -0.11
C (0.1812, 4.1537, -0.8152)  -0.04
H (3.0084, 3.0588, -2.3745)  0.14
H (2.0101, 2.1569, -1.1647)  0.11
H (2.0068, 5.1039, -1.4934)  0.10
H (2.2540, 4.2894, 0.0301)  0.10
H (-0.2789, 5.1225, -0.7569)  0.12
H (-0.2373, 3.4586, -0.0151)  0.11
O (2.2533, -0.2281, -3.5232)  0.13
C (1.3199, 0.0365, -4.1990)  -0.48
O (0.0817, -0.5654, -4.1094)  -0.02
C (-0.8069, -0.1387, -5.1499)  -0.18
C (-0.2931, 1.2481, -5.5340)  -0.12
C (1.2453, 1.0904, -5.2821)  -0.05
H (-1.8641, -0.1078, -4.7433)  0.13
H (-0.7402, -0.8675, -6.0138)  0.14
H (-0.6692, 1.9373, -4.7955)  0.08
H (-0.6833, 1.4195, -6.6111)  0.15
H (1.6621, 1.9518, -4.8818)  0.08
H (1.7900, 0.6800, -6.1258)  0.13
O (-2.2476, 7.1080, 2.2709)  0.13
C (-1.9428, 6.0601, 2.7158)  -0.51
O (-2.0258, 4.9274, 1.9954)  0.01
C (-1.5200, 3.8740, 2.8180)  -0.17
C (-1.6463, 4.3670, 4.2633)  -0.18
C (-1.3918, 5.8549, 4.1357)  -0.06
H (-0.4891, 3.7792, 2.5655)  0.09
H (-1.9273, 2.9464, 2.4301)  0.11
H (-0.9372, 3.9426, 4.9962)  0.10
H (-2.6358, 4.1178, 4.5879)  0.11
H (-0.2753, 6.0308, 4.1973)  0.14
H (-1.9091, 6.3956, 4.9237)  0.12
O (-0.3201, 1.3277, 0.7013)  0.08
C (-0.5945, 0.2079, 0.2936)  -0.43
O (-1.3921, -0.7368, 0.9196)  -0.04
C (-1.3574, -2.0554, 0.2156)  -0.10
C (-0.3479, -1.8678, -0.8788)  -0.16
C (-0.2343, -0.3661, -1.0542)  -0.07
H (-2.3875, -2.2719, -0.0546)  0.11
H (-1.0366, -2.8198, 0.9414)  0.12
H (-0.5896, -2.4030, -1.7764)  0.09
H (0.6059, -2.2552, -0.5017)  0.11
H (-0.9198, -0.0398, -1.8358)  0.13
H (0.7966, -0.0277, -1.2677)  0.12
C (0.0847, -5.0099, -1.6426)  -0.35
O (1.0328, -4.7209, -2.3540)  0.01
N (0.1654, -5.3072, -0.3156)  -0.19
C (-0.8640, -6.2063, 0.1575)  -0.08
C (1.5547, -5.4988, 0.2367)  -0.02
H (-1.0020, -4.9309, -1.8858)  0.12
H (-0.4536, -7.2561, 0.2225)  0.10
H (-1.7779, -6.1486, -0.4851)  0.10
H (-1.1366, -5.9181, 1.1654)  0.08
H (1.3535, -5.7465, 1.3156)  0.10
H (2.0121, -6.3940, -0.1782)  0.09
H (2.1596, -4.5937, 0.0881)  0.06
C (-3.5868, -2.7802, -2.8401)  -0.31
O (-2.9870, -3.5458, -2.0904)  -0.02
N (-4.8706, -2.4881, -2.6080)  -0.16
C (-5.6501, -1.6589, -3.5320)  -0.05
C (-5.6787, -3.0229, -1.4958)  -0.03
H (-3.1752, -2.3384, -3.7182)  0.12
H (-6.2887, -0.9550, -2.9637)  0.10
H (-6.2921, -2.1772, -4.2206)  0.08
H (-4.9640, -1.0310, -4.1236)  0.09
H (-5.1813, -3.7623, -0.9868)  0.05
H (-5.9852, -2.3612, -0.7057)  0.08
H (-6.6283, -3.4592, -1.9033)  0.11
C (2.5024, 3.1887, 4.0647)  -0.30
O (1.4231, 3.7710, 4.1366)  -0.01
N (2.6714, 1.8279, 4.2658)  -0.18
C (3.9720, 1.1843, 4.1530)  -0.07
C (1.5107, 0.9919, 4.6936)  -0.01
H (3.4645, 3.7263, 3.9836)  0.13
H (4.7505, 1.7920, 3.6023)  0.10
H (3.8308, 0.2160, 3.6326)  0.07
H (4.3673, 0.9443, 5.1818)  0.10
H (1.9380, 0.1520, 5.2733)  0.10
H (0.9038, 1.5872, 5.3213)  0.07
H (1.0525, 0.5539, 3.8351)  0.07
C (-0.7882, -1.4378, 4.0633)  -0.40
O (-0.3759, -2.5525, 4.3536)  -0.02
N (-1.4833, -0.6577, 4.8395)  -0.18
C (-1.9966, 0.5986, 4.2774)  -0.03
C (-1.4420, -0.9452, 6.2616)  -0.03
H (-0.7319, -1.0927, 2.9912)  0.13
H (-1.5087, 1.4885, 4.7505)  0.08
H (-3.0791, 0.6731, 4.5741)  0.11
H (-1.9294, 0.6454, 3.2364)  0.05
H (-2.4208, -0.8532, 6.8363)  0.11
H (-0.9863, -1.9525, 6.2284)  0.09
H (-0.7484, -0.2900, 6.7288)  0.06
C (4.5458, -3.3763, -1.8402)  -0.35
O (5.5037, -3.4288, -1.0925)  0.00
N (4.4852, -2.8508, -3.0612)  -0.17
C (3.4185, -3.2286, -3.9740)  -0.04
C (5.7334, -2.5000, -3.6970)  -0.04
H (3.5069, -3.7443, -1.5452)  0.14
H (3.6882, -4.0954, -4.5025)  0.08
H (3.2937, -2.4053, -4.6425)  0.07
H (2.5308, -3.4915, -3.4351)  0.05
H (6.2919, -3.3673, -4.1044)  0.11
H (5.5378, -1.8052, -4.5074)  0.09
H (6.3128, -1.9689, -3.0277)  0.06
C (-4.7175, 2.9393, -2.4760)  -0.37
O (-5.2033, 3.2206, -3.5186)  0.05
N (-4.5175, 3.7673, -1.4071)  -0.19
C (-3.8381, 3.1984, -0.3274)  -0.10
C (-4.4494, 5.2026, -1.5314)  -0.04
H (-4.4003, 1.9091, -2.2707)  0.12
H (-2.7296, 3.3298, -0.3974)  0.09
H (-4.1069, 2.1391, -0.3465)  0.08
H (-4.1009, 3.6461, 0.6484)  0.10
H (-3.4438, 5.5669, -1.4089)  0.08
H (-4.7437, 5.4940, -2.5343)  0.09
H (-5.1021, 5.7519, -0.8508)  0.09
C (2.6904, -1.8730, 1.7835)  -0.30
O (2.0915, -0.9246, 1.2604)  -0.01
N (4.0602, -1.8665, 1.9058)  -0.18
C (4.9111, -3.0333, 2.1779)  -0.04
C (4.7499, -0.8916, 1.0546)  -0.05
H (2.1393, -2.7339, 2.2346)  0.14
H (5.1403, -3.4556, 1.1969)  0.07
H (4.4369, -3.6660, 2.8441)  0.06
H (5.8076, -2.6338, 2.7124)  0.10
H (4.5499, -1.1888, 0.0427)  0.07
H (4.3500, 0.1158, 1.2031)  0.08
H (5.8028, -0.9034, 1.2080)  0.08

Atomic forces in eV per Å
-0.2 0.1 0.4
-1.1 0.3 -0.9
0.4 0.2 0.8
0.7 -0.4 -0.1
-1.9 -0.9 -0.4
1.2 -1.4 0.1
-0.6 0.1 0.6
0.3 -0.5 0.1
0.2 1.2 -0.3
0.5 -0.2 0.7
-0.4 0.3 0.0
0.9 1.0 -0.8
0.5 -0.6 0.8
-1.9 0.6 -1.1
0.6 -0.7 0.5
-0.4 -0.2 -0.2
0.1 -1.0 -1.6
-1.9 -1.4 -0.7
1.3 -0.2 -0.4
-0.2 0.7 1.0
-0.3 0.6 -0.1
1.0 0.4 1.8
1.0 1.6 0.3
0.2 0.3 -0.3
-0.7 1.7 -1.0
0.7 0.6 0.9
-0.3 0.3 0.7
1.0 -0.4 -0.2
0.6 -1.2 0.4
0.5 -1.2 -0.5
1.1 0.0 0.0
-0.7 -0.1 0.7
-0.3 -0.3 -0.7
-0.8 0.2 0.5
-1.3 0.0 -0.3
0.0 0.5 -0.4
-0.9 -2.0 0.2
-0.7 0.0 -0.5
0.8 0.7 0.2
-0.3 0.8 1.2
0.9 -0.2 0.2
1.1 0.1 0.1
0.1 0.1 -0.4
-0.1 0.4 -0.1
-0.2 -0.1 -0.4
-0.1 0.1 -0.2
0.0 0.5 0.2
-0.6 -0.2 -0.3
-0.3 0.8 0.3
-0.6 -0.2 0.2
1.6 -0.4 -0.6
-0.1 -0.8 0.5
-2.0 -0.3 1.1
0.6 -0.1 -0.8
-0.6 0.8 -0.3
0.9 -0.1 0.5
-0.2 0.0 0.3
0.6 0.6 -0.8
0.2 0.1 -0.4
-0.3 -0.5 0.1
-0.7 -1.7 2.2
0.6 0.3 -0.5
-2.2 1.0 -0.1
0.8 1.4 0.5
-1.3 0.2 -1.8
0.5 0.5 -0.9
0.4 -0.4 -0.2
-0.2 -0.7 -0.2
-0.2 -0.3 0.2
1.5 -2.0 0.8
0.1 1.2 -0.1
0.8 0.3 0.2
-0.5 -1.3 1.1
0.9 -0.5 -0.2
-0.5 1.4 -0.3
0.6 -0.4 0.4
2.8 -0.3 -0.2
-0.1 -0.1 -0.4
-1.1 -0.5 0.6
0.2 0.5 0.1
-0.2 0.2 -0.9
-0.2 0.4 -0.1
-1.0 0.5 0.4
-0.8 0.0 -0.6
0.3 -1.9 -3.1
0.7 -0.1 0.3
-1.1 2.4 0.7
-1.1 0.5 3.4
-1.0 -0.7 0.0
0.1 0.0 0.9
-0.1 -0.7 -0.5
0.8 0.0 -0.4
0.4 -0.2 -1.6
1.0 -0.4 -1.1
-0.6 0.3 0.8
0.7 0.8 0.6
-2.0 -0.5 0.9
0.3 0.1 0.0
0.7 -0.3 -0.8
0.2 0.7 1.1
-0.7 -0.6 -1.5
1.0 0.2 -0.1
0.6 -1.2 -1.0
-0.5 0.4 -0.5
-0.6 0.3 0.3
-0.3 0.3 0.3
-0.2 0.0 -0.3
1.5 0.8 1.5
0.5 0.0 1.6
-0.9 0.8 -2.1
-0.4 0.5 -1.0
1.5 -0.6 1.8
-0.6 0.4 -0.8
0.1 -0.2 0.3
-0.6 -0.2 -0.1
0.4 0.0 0.6
-0.3 -0.2 -0.5
0.6 0.0 0.3
-0.2 -0.1 -0.2
0.0 -0.3 0.2
0.4 0.9 0.0
0.2 -1.1 0.5
-0.4 0.3 -0.1
0.7 2.2 -0.8
-1.3 0.3 0.1
0.5 0.3 -0.1
0.4 -0.5 0.4
-1.1 -1.6 1.1
-0.5 -0.5 -0.6
0.1 0.2 -0.8
0.1 -0.2 0.0
0.8 -0.1 0.4